(1)
The following is a DFT calculation (the ωB97M-V functional and the def2-TZVPD basis) of a cluster of 4 separate species, H8O3S2 in total.

Values from the calculation:
- LUMO level (eV) = 0.350
- orbital gap (eV) = 9.68
- relative energy (zero: lowest compared OMol25 entry of this formula, charge and spin) (kJ/mol) = 21.0
- 2S+1 = 1
- SMILES = SS.O.O.O

Each line ends with the Mulliken charge.
CARTESIAN COORDINATES (ANGSTROEM)
H (0.059, 1.368, -1.742)  0.31
H (-0.684, 0.702, 2.598)  0.18
S (1.507, 1.618, 1.485)  -0.18
H (-2.684, 0.087, 0.377)  0.28
H (-1.310, 0.599, -0.036)  0.33
H (0.731, -1.894, 0.033)  0.32
S (0.582, 0.303, 2.764)  -0.18
O (1.120, -1.702, -0.828)  -0.63
H (0.652, -2.301, -1.416)  0.32
O (-0.353, 0.579, -2.104)  -0.64
H (1.758, 0.784, 0.460)  0.15
H (0.362, -0.071, -2.090)  0.32
O (-1.740, -0.074, 0.500)  -0.58


(2)
The following is a DFT calculation (the ωB97M-V functional and the def2-TZVPD basis) of a structure of composition C22H28CeN4O4S at a distorted geometry.

Values from the calculation:
- LUMO level (alpha / beta) (eV) = -3.616 / -3.603
- orbital gap (alpha / beta) (eV) = 5.48 / 5.43
- relative energy (zero: lowest compared OMol25 entry of this formula, charge and spin) (kJ/mol) = 418.7
- net charge = +1
- 2S+1 = 2

Each line ends with the Mulliken charge.
CARTESIAN COORDINATES (ANGSTROEM)
C (5.024, 0.244, -2.934)  -0.73
C (-5.027, 1.456, 2.820)  -0.63
H (2.384, -0.542, -4.931)  0.29
C (-0.863, -0.640, -2.003)  0.37
C (3.706, 1.775, 2.046)  -0.07
H (-1.694, 1.482, 2.163)  0.14
H (0.071, -0.747, -2.566)  0.00
C (-5.211, 0.116, 0.172)  -1.58
N (1.087, 1.104, 2.325)  -0.29
Ce (-0.608, 0.096, 0.887)  0.75
H (0.944, 2.552, 3.769)  0.38
H (-1.274, -3.509, 0.763)  0.36
H (0.602, -2.758, -1.540)  0.38
H (-2.141, -0.233, -3.697)  0.46
H (-5.859, 2.418, 4.563)  0.40
C (2.002, 0.384, 1.357)  0.16
C (-2.070, -0.947, -2.872)  -1.39
O (2.129, -2.943, -0.721)  -0.69
C (4.215, 0.236, -4.078)  1.06
H (-2.991, -0.902, -2.283)  0.19
O (-2.833, -0.009, 0.319)  -0.45
C (-0.298, -3.496, 0.267)  -1.40
S (2.732, -1.720, -0.177)  1.16
H (-5.043, -0.388, -0.785)  0.27
H (1.581, -1.529, -2.812)  0.81
H (-5.707, 1.068, -0.030)  0.39
O (3.960, -1.982, 0.574)  -0.75
H (6.014, 0.687, -2.963)  0.30
C (-2.618, 1.240, 2.794)  0.09
H (-0.924, 0.402, -1.669)  0.19
C (-3.859, 1.028, 2.176)  0.22
H (5.404, 1.440, -5.184)  0.26
C (2.939, 2.444, 2.978)  -0.97
H (-1.701, 0.914, 2.307)  1.15
H (-2.008, -1.953, -3.297)  0.36
H (3.982, 0.957, -5.952)  0.26
C (1.621, 2.075, 3.072)  0.32
C (2.992, -0.443, -4.038)  -1.24
C (-3.713, 2.294, 4.672)  -0.47
H (-1.087, -3.305, -1.718)  0.43
C (4.574, -0.317, -1.735)  -0.38
C (-3.884, 0.350, 0.846)  0.68
H (3.358, 3.220, 3.601)  0.40
C (3.322, -0.925, -1.697)  -0.37
H (0.045, -4.525, 0.135)  0.42
H (5.191, -0.295, -0.842)  0.49
N (4.720, 0.701, -5.305)  -0.61
H (0.394, -2.977, 0.939)  0.29
C (2.533, -1.008, -2.847)  -0.36
H (4.757, 2.018, 1.921)  0.45
N (1.662, -0.732, 0.457)  -0.06
H (-3.656, 2.785, 5.640)  0.41
C (-2.546, 1.871, 4.037)  -0.83
N (3.273, 0.792, 1.232)  -0.29
H (-6.008, 1.312, 2.377)  0.41
H (-1.580, 2.031, 4.508)  0.33
H (-5.841, -0.531, 0.788)  0.38
O (-0.837, -1.448, -0.829)  0.15
C (-0.385, -2.778, -1.066)  -0.23
C (-4.951, 2.087, 4.065)  -0.78


(3)
The following is a DFT calculation (the ωB97M-V functional and the def2-TZVPD basis) of a structure of composition C11H12CoN2P at a distorted geometry.

Values from the calculation:
- LUMO level (alpha / beta) (eV) = 3.209 / 3.195
- orbital gap (alpha / beta) (eV) = 4.64 / 6.90
- relative energy (zero: lowest compared OMol25 entry of this formula, charge and spin) (kJ/mol) = 125.4
- net charge = -1
- 2S+1 = 4

Each line ends with the Mulliken charge.
CARTESIAN COORDINATES (ANGSTROEM)
C (0.798, -0.200, 2.975)  0.04
H (1.857, -0.172, 1.036)  0.41
C (-1.409, -0.241, 1.356)  -0.65
C (0.915, -0.187, 1.578)  -0.05
N (-0.181, -0.053, 0.764)  0.12
H (-1.555, 2.889, -0.233)  0.07
H (0.528, 1.017, -3.579)  0.68
H (-2.597, -0.245, 3.189)  0.36
C (-0.594, -1.974, -2.378)  -0.78
C (-0.827, -0.728, -2.976)  -0.23
H (0.701, 3.502, -0.603)  0.06
H (-1.738, -0.439, -3.514)  0.37
C (-1.602, -0.245, 2.749)  -0.41
H (2.484, -0.475, -2.138)  0.49
H (-2.257, -0.266, 0.667)  0.36
Co (0.326, 0.564, -0.987)  -0.17
H (-1.355, -2.670, -2.150)  0.45
H (1.225, -2.866, -1.476)  0.38
N (2.978, -0.023, 4.429)  -0.60
C (-0.465, -0.165, 3.568)  -0.54
H (-0.557, -0.050, 4.659)  0.35
C (2.013, -0.115, 3.800)  0.18
C (1.432, -0.766, -2.253)  -0.74
C (0.356, 0.138, -2.984)  -0.84
P (-0.375, 2.613, -1.103)  -0.15
C (0.741, -2.012, -1.970)  -0.25
H (-0.844, 3.167, -2.424)  0.08


(4)
The following is a DFT calculation (the ωB97M-V functional and the def2-TZVPD basis) of the ion C8H11N4 with charge +1 at a distorted geometry.

Values from the calculation:
- LUMO level (eV) = -4.260
- orbital gap (eV) = 8.54
- relative energy (zero: lowest compared OMol25 entry of this formula, charge and spin) (kJ/mol) = 430.7
- net charge = +1
- 2S+1 = 1
- SMILES = CC(=C=C=N)N(C)/C(C)=N\C#[NH+]

Each line ends with the Mulliken charge.
CARTESIAN COORDINATES (ANGSTROEM)
C (-0.741, 0.202, -2.741)  -1.60
N (-0.941, 0.492, 3.925)  -0.49
C (0.341, -1.953, -1.199)  -0.87
N (-1.126, 2.983, 0.965)  -0.39
H (-1.863, 0.575, 4.386)  0.31
H (-0.138, -0.383, -3.504)  0.42
H (2.587, 0.329, 0.279)  0.31
N (0.233, -0.625, -0.645)  0.15
H (-0.342, -2.649, -0.583)  0.33
C (-0.391, -0.138, 1.585)  -0.33
H (-0.885, 1.115, -3.257)  0.37
H (-0.021, -1.930, -2.209)  0.39
C (-0.358, 0.331, -1.368)  1.23
H (-1.694, -0.190, -2.521)  0.43
H (2.384, -0.252, 1.792)  0.37
N (-0.674, 1.452, -0.816)  -0.27
C (0.518, -0.444, 0.691)  0.31
C (-0.804, 2.033, 0.270)  0.49
H (-1.396, 3.279, 1.918)  0.30
H (1.304, -2.329, -0.959)  0.22
C (-0.563, 0.138, 2.844)  0.15
C (2.121, -0.514, 0.775)  -1.16
H (2.450, -1.521, 0.372)  0.34


(5)
The following is a DFT calculation (the ωB97M-V functional and the def2-TZVPD basis) of a cluster of 2 separate species, C6H10NO in total at a distorted geometry.

Values from the calculation:
- LUMO level (alpha / beta) (eV) = -3.289 / -6.855
- orbital gap (alpha / beta) (eV) = 6.51 / 8.30
- relative energy (zero: lowest compared OMol25 entry of this formula, charge and spin) (kJ/mol) = 371.9
- net charge = +1
- 2S+1 = 3

Each line ends with the Mulliken charge.
CARTESIAN COORDINATES (ANGSTROEM)
C (-0.483, -1.108, 0.215)  -0.54
N (-1.855, 1.193, 0.439)  -0.30
H (-0.241, -0.758, -1.803)  0.25
H (-1.977, -0.759, -1.541)  0.25
H (3.728, -0.750, 0.170)  0.37
H (-2.429, 0.909, 1.209)  0.34
H (2.920, 0.072, 1.499)  0.28
H (2.158, 0.404, -1.566)  0.48
C (0.496, 1.344, 0.007)  0.12
H (-1.224, -1.531, 0.832)  0.30
C (2.303, 0.464, -0.553)  -0.21
C (2.998, -0.114, 0.374)  -0.60
H (0.515, -1.283, 0.419)  0.22
C (-0.921, -0.562, -1.078)  -0.75
H (-2.278, 1.772, -0.334)  0.40
C (-0.674, 0.401, 0.031)  0.49
O (0.252, 2.501, 0.227)  -0.54
H (-1.389, 2.075, 0.827)  0.43


(6)
The following is a DFT calculation (the ωB97M-V functional and the def2-TZVPD basis) of a structure of composition C3H7Br3N4OP.

Values from the calculation:
- LUMO level (eV) = -4.272
- orbital gap (eV) = 7.93
- net charge = +1
- 2S+1 = 1

Each line ends with the Mulliken charge.
CARTESIAN COORDINATES (ANGSTROEM)
H (1.712, -0.272, -0.754)  0.17
C (-0.249, 1.855, 2.368)  0.39
N (-0.045, 2.860, 3.243)  -0.38
H (0.657, 2.751, 3.953)  0.25
Br (0.134, -3.855, -4.953)  0.01
N (-1.336, 0.434, 1.142)  0.01
H (1.165, -1.922, 0.643)  0.16
Br (0.555, -0.701, -4.975)  0.00
O (-0.477, -1.390, -1.109)  -0.63
N (-1.487, 1.410, 2.059)  -0.11
C (0.656, -2.316, -3.942)  0.00
N (0.662, 1.146, 1.689)  -0.47
H (-2.103, -0.052, 0.692)  0.29
H (-0.444, 3.769, 3.099)  0.25
H (-2.385, 1.716, 2.402)  0.23
C (-0.027, 0.281, 0.958)  0.42
P (0.620, -0.963, -0.221)  0.39
Br (2.421, -2.542, -3.184)  -0.07
H (-0.028, -2.211, -3.112)  0.09


(7)
The following is a DFT calculation (the ωB97M-V functional and the def2-TZVPD basis) of an isolated molecule of C22H29NO5.

Values from the calculation:
- LUMO level (eV) = 0.803
- orbital gap (eV) = 8.98
- relative energy (zero: lowest compared OMol25 entry of this formula, charge and spin) (kJ/mol) = 12.4
- 2S+1 = 1
- SMILES = CCOC(=O)C1(CCc2ccccc2)CCN(C(=O)C2=C(C)OCCO2)CC1

Each line ends with the Mulliken charge.
CARTESIAN COORDINATES (ANGSTROEM)
H (4.176, -1.936, -0.997)  0.51
H (-2.630, -3.646, -2.346)  0.38
H (-4.047, 3.995, -1.077)  0.37
H (0.198, -3.047, 1.357)  0.35
H (-4.354, 2.836, 1.135)  0.27
C (-2.210, -0.418, 1.001)  1.00
H (-1.097, -1.694, -2.311)  0.26
H (2.514, -2.908, 0.353)  0.42
C (-0.754, -2.674, -1.964)  -0.19
O (-3.949, 1.997, -1.315)  -0.41
C (2.638, -1.830, 0.481)  -1.63
H (2.380, 0.963, -1.984)  0.35
C (-3.913, -0.358, -1.545)  -1.32
H (5.387, -0.397, 0.719)  0.39
C (3.323, -1.285, -0.782)  -1.31
H (3.289, -1.663, 1.342)  0.63
H (-0.122, 1.431, 2.420)  0.43
H (-4.921, -0.187, -1.916)  0.48
H (1.904, 0.826, 0.742)  -0.16
C (-2.738, 0.817, 0.365)  0.31
H (-1.565, -4.533, -1.244)  0.36
C (-3.402, 3.171, -0.766)  -0.50
H (3.221, 3.264, -1.762)  0.40
C (0.426, -1.238, -0.487)  -0.34
C (-3.342, 3.035, 0.755)  -0.53
C (1.249, -1.242, 0.801)  2.51
C (-3.492, 0.833, -0.749)  0.37
O (-2.813, -1.484, 0.950)  -0.74
H (1.830, 0.110, 2.352)  0.46
C (0.561, -2.143, 1.845)  -1.08
C (3.696, 2.464, -1.214)  -0.70
H (-0.283, -0.978, 3.479)  0.35
C (5.373, 1.702, 0.316)  -0.71
C (-0.088, 0.764, 1.550)  -1.26
H (-2.938, 3.932, 1.226)  0.40
N (-1.062, -0.292, 1.703)  0.09
H (-0.335, 1.341, 0.662)  0.54
H (-3.887, -1.249, -0.930)  0.28
H (-0.168, -3.154, -2.756)  0.30
C (3.227, 1.168, -1.346)  -0.06
C (-0.602, -1.394, 2.517)  -1.05
C (4.905, 0.407, 0.181)  -0.21
O (0.133, -0.256, -1.123)  -0.57
H (5.134, 3.745, -0.278)  0.39
C (-1.920, -3.546, -1.530)  -1.11
O (0.115, -2.480, -0.848)  -0.28
H (6.214, 1.905, 0.963)  0.39
H (-1.447, -2.063, 2.682)  0.45
C (4.768, 2.734, -0.381)  -0.43
H (2.636, -1.350, -1.627)  0.40
C (3.824, 0.126, -0.647)  0.45
O (-2.478, 1.981, 1.092)  -0.39
H (-2.386, 3.327, -1.151)  0.26
H (-3.254, -0.483, -2.404)  0.18
H (1.291, -2.436, 2.602)  0.48
C (1.323, 0.171, 1.387)  -0.41
H (-2.415, -3.093, -0.674)  0.20